Entry from the OMol25 dataset: C21H39BN6PtSi4Te as an isolated structure (ωB97M-V/def2-TZVPD).

Computed properties:
Spin multiplicity: 3
Maximum force (eV/Å): 0.7
ΔE to the lowest compared entry with this formula, charge and spin (kJ/mol): 0.0
Orbital gap (alpha / beta) (eV): 6.73 / 5.95

CARTESIAN COORDINATES (ANGSTROEM)
Pt1 -1.136 0.368 1.123
B1 -1.770 2.645 3.878
N1 -0.980 1.322 4.155
C1 -0.743 0.744 5.341
C2 0.106 -0.338 5.151
C3 0.345 -0.348 3.777
N2 -0.304 0.665 3.187
N3 -2.814 2.403 2.737
C4 -4.105 2.749 2.739
C5 -4.611 2.625 1.452
C6 -3.524 2.187 0.703
N4 -2.436 2.068 1.480
H1 -2.381 2.932 4.884
H2 -0.995 3.501 3.517
H3 -1.170 1.156 6.244
H4 0.505 -1.007 5.899
H5 0.947 -1.019 3.185
H6 -4.576 3.093 3.649
H7 -5.612 2.836 1.109
H8 -3.461 1.965 -0.352
C7 3.982 0.999 0.268
Si1 3.643 -0.431 -0.882
C8 4.833 -0.378 -2.329
C9 3.871 -2.028 0.055
Si2 1.454 -0.246 -1.686
Te1 0.064 -1.546 0.005
Si3 1.105 -1.495 -3.620
C10 1.691 -3.240 -3.284
C11 -0.700 -1.559 -4.089
C12 2.081 -0.767 -5.046
Si4 0.877 2.005 -1.960
C13 0.782 2.937 -0.346
C14 -0.759 2.138 -2.853
C15 2.206 2.765 -3.035
H9 4.969 0.890 0.734
H10 3.231 1.040 1.066
H11 3.963 1.957 -0.265
H12 5.872 -0.306 -1.985
H13 4.630 0.487 -2.973
H14 4.740 -1.284 -2.941
H15 4.934 -2.214 0.247
H16 3.468 -2.883 -0.502
H17 3.348 -1.984 1.017
H18 1.149 -3.672 -2.434
H19 2.762 -3.262 -3.045
H20 1.523 -3.881 -4.157
H21 -1.313 -1.896 -3.245
H22 -0.840 -2.262 -4.917
H23 -1.072 -0.580 -4.406
H24 3.118 -0.560 -4.757
H25 1.632 0.173 -5.389
H26 2.099 -1.461 -5.896
H27 0.176 2.405 0.387
H28 0.325 3.923 -0.490
H29 1.775 3.080 0.094
H30 -1.581 1.764 -2.231
H31 -0.754 1.562 -3.784
H32 -0.965 3.185 -3.102
H33 3.176 2.800 -2.523
H34 1.927 3.793 -3.300
H35 2.338 2.200 -3.966
N5 -4.148 -5.995 3.044
C16 -3.908 -4.899 2.801
C17 -3.605 -3.516 2.492
C18 -3.867 -3.012 1.227
C19 -3.534 -1.697 0.966
N6 -2.985 -0.894 1.881
C20 -2.759 -1.380 3.106
C21 -3.053 -2.684 3.456
H36 -4.305 -3.637 0.460
H37 -3.708 -1.262 -0.009
H38 -2.331 -0.693 3.827
H39 -2.845 -3.047 4.453